1.
Density functional theory data (the ωB97M-V functional and the def2-TZVPD basis) for a molecular structure, C3H3BeO2.

Geometry (Å):
O (1.818, -1.796, 0.552)
H (-2.131, 1.746, -0.097)
C (1.799, -0.743, 0.142)
C (-1.752, -0.412, -0.121)
O (-0.148, 1.243, -0.048)
H (-2.634, -0.755, -0.661)
Be (0.972, 0.564, -0.543)
H (-1.166, -1.070, 0.523)
C (-1.370, 0.956, -0.172)

Output
- orbital gap (alpha / beta) (eV) = 9.1 / 10.5
- 2S+1 = 2
- <S²> = 0.75
- HOMO (alpha / beta) (eV) = -21.01 / -23.34
- total energy (a.u.) = -280.5375
- relative energy (zero: lowest compared OMol25 entry of this formula, charge and spin) (kcal per mole) = 0.0
- LUMO (alpha / beta) (eV) = -11.95 / -12.82
- total charge = +2

***

2.
Density functional theory data (the ωB97M-V functional and the def2-TZVPD basis) for a molecular structure, C26H15BCl3F5FeN6O7S.

Geometry (Å):
H (-5.839, -0.993, -1.813)
C (1.671, -2.923, 0.563)
C (1.080, 1.270, 2.725)
C (-5.003, -0.913, -1.133)
C (2.491, 4.772, 3.112)
H (-2.019, -5.607, -4.669)
H (-2.656, -3.233, -4.769)
N (3.177, 5.792, 2.287)
O (3.499, 5.491, 1.161)
O (-1.495, 0.072, -1.237)
N (1.612, -1.625, 1.003)
H (-1.121, 5.382, 1.018)
C (-5.130, -1.277, 0.195)
S (3.528, -2.752, 2.252)
F (3.438, 1.568, -2.298)
H (-0.867, 5.415, -0.971)
N (1.444, 4.344, 6.625)
C (-0.262, -4.466, -2.057)
F (0.845, 1.137, -2.588)
C (-1.620, -4.921, -3.931)
C (2.110, 3.580, 2.520)
C (1.402, 0.586, -1.443)
H (2.582, 6.015, 4.872)
Cl (-1.558, -0.362, 1.691)
H (-2.629, 4.882, -0.184)
O (0.640, 0.420, 3.512)
C (-0.937, 3.352, -0.011)
Cl (-3.726, 0.091, -3.259)
N (-0.029, -2.420, -1.059)
O (0.929, 3.473, 7.295)
C (-0.742, -5.395, -2.971)
Cl (-6.655, -1.904, 0.784)
H (-1.731, -1.599, -3.115)
Fe (0.070, 0.354, 0.011)
H (1.149, -5.372, -0.728)
C (2.531, -1.411, 1.886)
H (0.809, 2.095, 5.260)
C (-2.619, -0.306, -0.794)
C (2.643, -3.698, 1.130)
C (1.671, 4.081, 5.189)
O (1.795, 5.420, 7.072)
C (-4.064, -1.125, 1.067)
H (2.885, -4.728, 0.929)
C (-2.871, -0.649, 0.569)
F (3.443, 0.922, -0.240)
C (2.653, 1.450, -1.199)
C (2.284, 5.074, 4.447)
F (1.969, -0.617, -1.893)
N (-0.587, 2.254, 0.013)
F (2.346, 2.699, -0.828)
H (2.664, -0.448, 2.350)
C (1.280, 2.862, 4.664)
O (1.283, 1.159, 1.489)
C (0.740, -3.291, -0.485)
N (0.643, -4.558, -1.018)
H (2.253, 3.380, 1.468)
C (-1.504, -2.652, -3.074)
C (1.504, 2.614, 3.316)
H (-0.440, -6.435, -2.942)
B (-1.424, 4.874, -0.043)
C (-1.985, -3.569, -3.988)
O (3.399, 6.878, 2.795)
C (-0.654, -3.120, -2.078)
C (-3.795, -0.434, -1.593)
H (-4.157, -1.363, 2.117)

Output
- orbital gap (alpha / beta) (eV) = 6.0 / 6.0
- HOMO (alpha / beta) (eV) = -2.65 / -2.59
- total energy (a.u.) = -5421.6681
- relative energy (zero: lowest compared OMol25 entry of this formula, charge and spin) (kcal per mole) = 21.6
- LUMO (alpha / beta) (eV) = 3.38 / 3.38
- total charge = -2